Formula: C2H14FO7Y
Source: the Open Molecules 2025 dataset
Level of theory: wB97M-V/def2-TZVPD

Summary:
E_LUMO: 0.05 eV
Gap between HOMO and LUMO: 7.018 eV
M: 258.0 g/mol
ΔE to the lowest compared entry with this formula, charge and spin: 1.1 kcal/mol
HOMO energy: -6.964 eV

XYZ file:
```
25
Properties=species:S:1:pos:R:3:mulliken_charge:R:1
Y 3.78 1.13 7.29 1.41
F 5.04 1.38 5.57 -0.75
O 2.10 0.02 8.11 -0.68
C 2.09 0.05 9.57 -0.50
C 3.33 0.71 10.08 -0.15
O 3.32 1.84 9.29 -0.69
H 1.97 -0.99 9.84 0.33
H 1.31 0.59 10.02 0.32
H 4.32 0.16 9.86 -0.01
H 3.30 1.00 11.12 0.30
O 2.71 0.19 5.36 -0.43
H 3.11 -0.02 4.50 0.27
H 1.89 0.42 4.90 0.23
O 4.56 3.27 7.48 -0.42
H 5.05 3.77 6.80 0.28
H 4.03 3.92 7.94 0.27
O 6.14 1.09 8.41 -0.46
H 6.45 1.10 9.34 0.26
H 6.96 0.90 7.95 0.25
O 4.62 -0.96 7.19 -0.49
H 4.62 -1.43 6.35 0.27
H 4.72 -1.70 7.90 0.30
O 2.04 2.59 6.74 -0.49
H 1.16 2.39 7.08 0.29
H 1.98 3.55 6.59 0.26
```